[1]
Below is C46H40N6O3STa as an isolated structure, with properties calculated with the ωB97M-V functional and the def2-TZVPD basis.

Values from the calculation:
Energy in eV: -75798.6409
HOMO energy (spin up / spin down) in eV: -13.6884 / -13.6889

ORCA input file:
```
! RIJCOSX wB97M-V def2-TZVPD def2/J DEFGRID3
* xyz 3 1
Ta 0.137 0.792 -0.040
C 2.536 -1.808 1.447
C 2.219 -2.085 0.012
C 3.040 -2.945 -0.719
C 2.738 -3.221 -2.034
C 1.594 -2.673 -2.598
C 0.804 -1.850 -1.817
N 1.130 -1.540 -0.545
C -0.467 -1.292 -2.309
C -1.137 -1.852 -3.383
C -2.382 -1.362 -3.740
C -2.954 -0.359 -2.977
C -2.245 0.176 -1.914
N -0.993 -0.257 -1.613
C -2.835 1.172 -1.004
C -4.040 1.797 -1.258
C -4.577 2.639 -0.292
C -3.890 2.829 0.888
C -2.646 2.225 1.066
C -1.872 2.480 2.319
N -2.142 1.407 0.134
H 2.371 -2.717 2.031
H 1.914 -1.019 1.856
H 3.585 -1.535 1.562
H 3.898 -3.394 -0.236
H 3.376 -3.865 -2.625
H 1.344 -2.890 -3.625
H -0.717 -2.689 -3.919
H -2.921 -1.790 -4.575
H -3.954 -0.024 -3.201
H -4.562 1.652 -2.191
H -5.519 3.141 -0.470
H -4.295 3.457 1.669
H -1.967 3.519 2.631
H -0.813 2.235 2.220
H -2.288 1.863 3.117
C 7.647 -6.045 -3.050
O 7.940 -4.914 -3.869
C 7.752 -3.688 -3.427
C 8.196 -2.649 -4.269
C 8.081 -1.347 -3.878
C 7.432 -1.024 -2.667
C 6.990 -2.062 -1.820
C 7.164 -3.372 -2.181
N 7.320 0.301 -2.372
N 6.686 0.786 -1.439
C 5.507 0.870 -0.872
C 5.387 1.170 0.511
C 4.161 1.277 1.116
C 2.983 1.108 0.380
O 1.728 1.137 0.864
C 3.056 0.927 -1.005
N 1.856 0.911 -1.668
C 1.866 0.879 -3.000
C 3.036 0.847 -3.737
C 4.260 0.835 -3.076
C 4.295 0.853 -1.687
H 7.789 -6.913 -3.685
H 6.617 -6.026 -2.690
H 8.336 -6.094 -2.206
H 8.659 -2.922 -5.208
H 8.467 -0.540 -4.488
H 6.560 -1.807 -0.858
H 6.888 -4.166 -1.500
H 6.292 1.302 1.087
H 4.088 1.498 2.174
H 0.904 0.909 -3.497
H 2.996 0.859 -4.816
H 5.178 0.853 -3.651
O -0.672 -0.317 1.747
S -1.298 -1.731 1.834
C -0.228 -2.659 2.937
C 0.479 -2.026 3.948
C 1.226 -2.798 4.822
C 1.264 -4.181 4.676
C 0.570 -4.796 3.643
C -0.183 -4.033 2.762
C -2.707 -1.567 2.933
C -3.786 -2.403 2.688
C -4.851 -2.399 3.578
C -4.832 -1.556 4.679
C -3.750 -0.710 4.900
C -2.674 -0.718 4.029
H 0.463 -0.948 4.047
H 1.771 -2.319 5.625
H 1.835 -4.781 5.370
H 0.608 -5.870 3.523
H -0.737 -4.507 1.959
H -3.794 -3.061 1.827
H -5.691 -3.059 3.410
H -5.661 -1.561 5.374
H -3.737 -0.055 5.762
H -1.815 -0.087 4.213
C 0.088 2.987 -0.596
H -0.527 3.584 0.081
H -0.299 3.146 -1.608
H 1.099 3.397 -0.561
*
```

Mulliken charges, unit e, in atom order: atom 1 (Ta): 1.1461, atom 2 (C): -1.4611, atom 3 (C): 1.0652, atom 4 (C): -1.0023, atom 5 (C): -1.1166, atom 6 (C): -1.3256, atom 7 (C): 0.8263, atom 8 (N): 0.7842, atom 9 (C): 0.6089, atom 10 (C): -0.9914, atom 11 (C): -1.2265, atom 12 (C): -1.0874, atom 13 (C): 1.3228, atom 14 (N): 0.9456, atom 15 (C): 0.1988, atom 16 (C): -1.1742, atom 17 (C): -0.8038, atom 18 (C): -1.0054, atom 19 (C): 0.6921, atom 20 (C): -1.2329, atom 21 (N): 0.7614, atom 22 (H): 0.4892, atom 23 (H): -0.0717, atom 24 (H): 0.4556, atom 25 (H): 0.7247, atom 26 (H): 0.5632, atom 27 (H): 0.5067, atom 28 (H): 0.5267, atom 29 (H): 0.4881, atom 30 (H): 0.4780, atom 31 (H): 0.5000, atom 32 (H): 0.4904, atom 33 (H): 0.5851, atom 34 (H): 0.6188, atom 35 (H): -0.0157, atom 36 (H): 0.2334, atom 37 (C): -0.7755, atom 38 (O): -0.3961, atom 39 (C): 0.8670, atom 40 (C): -0.7096, atom 41 (C): -0.1710, atom 42 (C): -0.0306, atom 43 (C): -0.4348, atom 44 (C): -0.5018, atom 45 (N): -0.8972, atom 46 (N): 0.0876, atom 47 (C): 0.4134, atom 48 (C): -0.8276, atom 49 (C): -0.6794, atom 50 (C): 0.3075, atom 51 (O): -0.2801, atom 52 (C): 0.3590, atom 53 (N): 0.1981, atom 54 (C): -0.1138, atom 55 (C): -1.5696, atom 56 (C): -0.4084, atom 57 (C): 0.5363, atom 58 (H): 0.2506, atom 59 (H): 0.2810, atom 60 (H): 0.3659, atom 61 (H): 0.4770, atom 62 (H): 0.5029, atom 63 (H): 0.5498, atom 64 (H): 0.4801, atom 65 (H): 0.5566, atom 66 (H): 0.5554, atom 67 (H): 0.5325, atom 68 (H): 0.4783, atom 69 (H): 0.6567, atom 70 (O): -0.6752, atom 71 (S): 0.1131, atom 72 (C): 0.8866, atom 73 (C): -0.1152, atom 74 (C): -0.8571, atom 75 (C): -0.5603, atom 76 (C): -0.7991, atom 77 (C): -0.4147, atom 78 (C): 1.0532, atom 79 (C): -0.4390, atom 80 (C): -0.7548, atom 81 (C): -0.5272, atom 82 (C): -1.0058, atom 83 (C): -0.4444, atom 84 (H): 0.2801, atom 85 (H): 0.4638, atom 86 (H): 0.4524, atom 87 (H): 0.4699, atom 88 (H): 0.4603, atom 89 (H): 0.4784, atom 90 (H): 0.4582, atom 91 (H): 0.4551, atom 92 (H): 0.4763, atom 93 (H): 0.4795, atom 94 (C): -1.3237, atom 95 (H): 0.4291, atom 96 (H): 0.4225, atom 97 (H): 0.3810

[2]
Below is C46H41Br2N6P2RuSi as an isolated structure, with properties calculated with the ωB97M-V functional and the def2-TZVPD basis.

Values from the calculation:
Energy in eV: -226422.6762
HOMO energy (spin up / spin down) in eV: -13.6791 / -13.6804

ORCA input file:
```
! RIJCOSX wB97M-V def2-TZVPD def2/J DEFGRID3
* xyz 2 2
Ru -0.272 0.902 0.061
C -3.758 -0.171 0.746
Si -2.156 -0.612 -0.085
C -2.487 -0.893 -1.892
C -3.736 -1.214 -2.429
C -3.865 -1.481 -3.786
C -2.745 -1.433 -4.613
C -1.502 -1.113 -4.088
C -1.384 -0.837 -2.729
P 0.181 -0.416 -1.904
C 1.009 -2.021 -1.724
C 2.338 -2.090 -1.312
C 3.010 -3.304 -1.311
C 2.348 -4.466 -1.676
C 1.013 -4.411 -2.052
C 0.351 -3.195 -2.093
C 1.093 0.415 -3.249
C 2.385 0.054 -3.630
C 3.001 0.685 -4.705
C 2.331 1.666 -5.418
C 1.032 2.013 -5.064
C 0.422 1.391 -3.989
C -1.604 -2.274 0.533
C -2.392 -3.409 0.306
C -2.058 -4.627 0.870
C -0.957 -4.714 1.719
C -0.178 -3.597 1.964
C -0.476 -2.390 1.328
P 0.374 -0.816 1.650
C -0.230 -0.520 3.346
C -1.403 0.203 3.541
C -1.939 0.343 4.812
C -1.299 -0.236 5.900
C -0.120 -0.944 5.715
C 0.418 -1.086 4.443
C 2.147 -1.165 1.894
C 2.699 -2.426 1.677
C 4.038 -2.668 1.947
C 4.850 -1.657 2.434
C 4.316 -0.393 2.645
C 2.978 -0.152 2.380
H -4.398 -1.052 0.651
H -4.270 0.675 0.289
H -3.651 0.027 1.805
H -4.614 -1.250 -1.796
H -4.834 -1.721 -4.201
H -2.844 -1.643 -5.668
H -0.637 -1.078 -4.740
H 2.868 -1.194 -1.016
H 4.051 -3.339 -1.021
H 2.871 -5.412 -1.670
H 0.489 -5.313 -2.335
H -0.682 -3.168 -2.413
H 2.919 -0.725 -3.110
H 4.002 0.393 -4.992
H 2.808 2.145 -6.261
H 0.495 2.761 -5.630
H -0.601 1.649 -3.740
H -3.272 -3.345 -0.323
H -2.664 -5.501 0.678
H -0.717 -5.651 2.202
H 0.631 -3.672 2.679
H -1.864 0.701 2.705
H -2.847 0.913 4.957
H -1.713 -0.125 6.892
H 0.385 -1.386 6.562
H 1.342 -1.634 4.312
H 2.099 -3.224 1.272
H 4.444 -3.656 1.774
H 5.891 -1.853 2.650
H 4.941 0.406 3.020
H 2.583 0.834 2.567
Br 0.989 3.506 -1.578
C 2.782 2.840 -1.544
Br 2.936 1.513 -0.157
H 3.443 3.660 -1.289
H 3.002 2.392 -2.508
N 0.964 2.179 3.607
C 0.604 3.048 2.668
N 1.098 4.277 2.817
C 0.570 5.210 2.041
N 1.078 6.440 2.066
N -0.489 5.000 1.219
C -0.787 3.739 1.060
N -0.233 2.655 1.645
C -1.871 3.493 0.080
C -2.832 4.465 -0.126
C -3.807 4.251 -1.083
C -3.746 3.089 -1.828
C -2.748 2.171 -1.564
N -1.829 2.334 -0.596
H 0.458 1.315 3.729
H 1.492 2.550 4.382
H 1.806 6.662 2.724
H 0.622 7.176 1.554
H -2.788 5.374 0.453
H -4.577 4.988 -1.260
H -4.455 2.885 -2.617
H -2.665 1.285 -2.157
*
```

Mulliken charges, unit e, in atom order: atom 1 (Ru): -0.4600, atom 2 (C): -1.4786, atom 3 (Si): 1.9008, atom 4 (C): 0.0273, atom 5 (C): -0.4363, atom 6 (C): -0.8837, atom 7 (C): -0.9008, atom 8 (C): -0.3410, atom 9 (C): -0.8629, atom 10 (P): 2.5724, atom 11 (C): 1.4320, atom 12 (C): -0.5679, atom 13 (C): -1.1692, atom 14 (C): -0.9448, atom 15 (C): -0.8334, atom 16 (C): -0.9847, atom 17 (C): 0.9054, atom 18 (C): -0.6962, atom 19 (C): -0.6174, atom 20 (C): -0.8710, atom 21 (C): -0.7549, atom 22 (C): -0.2613, atom 23 (C): 0.3408, atom 24 (C): -0.4953, atom 25 (C): -0.8799, atom 26 (C): -1.1467, atom 27 (C): -0.5914, atom 28 (C): 0.6738, atom 29 (P): 1.4394, atom 30 (C): -0.4397, atom 31 (C): 0.8730, atom 32 (C): -1.4207, atom 33 (C): -0.6988, atom 34 (C): -0.9480, atom 35 (C): -0.3240, atom 36 (C): 1.4150, atom 37 (C): -1.0704, atom 38 (C): -0.7885, atom 39 (C): -0.9846, atom 40 (C): -0.6778, atom 41 (C): -1.0527, atom 42 (H): 0.4557, atom 43 (H): 0.3655, atom 44 (H): 0.4519, atom 45 (H): 0.5343, atom 46 (H): 0.4929, atom 47 (H): 0.4692, atom 48 (H): 0.6671, atom 49 (H): 0.3385, atom 50 (H): 0.5437, atom 51 (H): 0.4493, atom 52 (H): 0.5186, atom 53 (H): 0.2807, atom 54 (H): 0.3297, atom 55 (H): 0.4589, atom 56 (H): 0.4109, atom 57 (H): 0.4774, atom 58 (H): 0.4228, atom 59 (H): 0.4501, atom 60 (H): 0.5026, atom 61 (H): 0.4641, atom 62 (H): 0.5085, atom 63 (H): 0.4648, atom 64 (H): 0.5352, atom 65 (H): 0.4583, atom 66 (H): 0.4766, atom 67 (H): 0.4290, atom 68 (H): 0.7121, atom 69 (H): 0.5414, atom 70 (H): 0.4239, atom 71 (H): 0.4853, atom 72 (H): 0.6193, atom 73 (Br): 0.0354, atom 74 (C): -0.4169, atom 75 (Br): 0.1094, atom 76 (H): 0.6222, atom 77 (H): 0.1652, atom 78 (N): -0.1093, atom 79 (C): 0.1720, atom 80 (N): -0.7607, atom 81 (C): 0.2744, atom 82 (N): -0.3509, atom 83 (N): -0.5867, atom 84 (C): -0.6814, atom 85 (N): 0.7294, atom 86 (C): 0.7052, atom 87 (C): -0.7828, atom 88 (C): -0.7684, atom 89 (C): -1.3737, atom 90 (C): -0.7467, atom 91 (N): 1.1441, atom 92 (H): -0.2080, atom 93 (H): 0.2726, atom 94 (H): 0.2607, atom 95 (H): 0.2578, atom 96 (H): 0.6253, atom 97 (H): 0.4809, atom 98 (H): 0.5858, atom 99 (H): 0.6093